# 1
# C3H12NO3

A molecular structure, C3H12NO3 at a distorted geometry (ωB97M-V with the def2-TZVPD basis set, the Open Molecules 2025 dataset).

The calculation puts the lowest unoccupied orbital energy at 4.1 eV. The calculation puts the energy relative to the best compared isomer or geometry (same formula, charge and spin) at 51.3 kcal/mol. Its HOMO energy is -4.09 eV.

The geometry in ORCA input format:
```
! wB97M-V def2-TZVPD RIJCOSX def2/J DEFGRID3
* xyz -1 1
C 1.938 -0.122 0.617
C 1.450 -0.446 -0.837
C -0.017 -1.197 -0.719
O -0.919 -0.267 -0.786
N 0.849 0.280 1.557
H 2.636 0.716 0.532
H 2.619 -1.042 1.059
H 1.361 0.425 -1.320
H 2.146 -1.165 -1.155
H -0.175 -1.710 0.302
H -0.053 -1.754 -1.658
H 0.110 -0.461 1.681
H 0.513 1.111 1.180
H -0.520 2.079 -0.351
H -1.973 2.116 -0.417
O -1.238 2.661 -0.534
H -3.776 -0.747 0.436
H -1.940 -0.362 -0.126
O -3.013 -0.114 0.540
*
```

# 2
# C3H12NO3

A molecular structure, C3H12NO3 at a distorted geometry (ωB97M-V with the def2-TZVPD basis set, the Open Molecules 2025 dataset).

The calculation puts the lowest unoccupied orbital energy at 4.1 eV. The calculation puts the energy relative to the best compared isomer or geometry (same formula, charge and spin) at 39.4 kcal/mol. Its HOMO energy is -4.63 eV.

The geometry in ORCA input format:
```
! wB97M-V def2-TZVPD RIJCOSX def2/J DEFGRID3
* xyz -1 1
C 0.034 1.618 0.994
N 1.391 1.013 0.747
C 1.408 0.390 -0.573
C 1.087 -1.155 -0.503
O 0.669 -1.582 0.799
H -0.107 1.727 2.055
H -0.857 0.984 0.812
H 0.127 2.615 0.551
H 1.488 0.393 1.521
H 2.398 0.638 -1.031
H 0.720 0.649 -1.413
H 1.949 -1.781 -0.730
H 0.288 -1.476 -1.169
H -2.647 -1.837 0.338
H -0.372 -1.387 0.762
O -1.890 -1.259 0.297
H -2.199 0.851 -1.054
H -1.694 -0.596 -0.776
O -1.794 0.195 -1.630
*
```

# 3
# C3H12NO3

3 unconnected molecules or ions with the total composition C3H12NO3 at a distorted geometry (ωB97M-V with the def2-TZVPD basis set, the Open Molecules 2025 dataset).

The calculation puts the lowest unoccupied orbital energy (spin up / spin down) at 0.6 / 0.5 eV. As for the expectation value of S²: 0.752. The calculation puts the energy relative to the best compared isomer or geometry (same formula, charge and spin) at 50.7 kcal/mol. Its HOMO energy (spin up / spin down) is -3.41 / -9.68 eV.

The geometry in ORCA input format:
```
! wB97M-V def2-TZVPD RIJCOSX def2/J DEFGRID3
* xyz 0 2
C 0.371 0.443 -1.313
C 0.080 -1.010 -1.533
C -1.262 -1.640 -1.781
O -2.271 -1.387 -1.168
N -0.244 0.915 -0.022
H -0.190 0.998 -2.107
H 1.361 0.850 -1.565
H 0.439 -1.597 -0.657
H 0.894 -1.471 -2.145
H -1.138 -2.396 -2.587
H 0.481 1.080 0.718
H -0.642 0.022 0.426
H -0.786 1.821 -0.101
H -0.357 5.250 3.375
H -0.579 3.789 3.862
O -0.578 4.378 3.084
H 2.010 -3.748 1.411
H 0.905 -3.384 0.751
O 1.506 -2.912 1.352
*
```

# 4
# C3H12NOS

2 unconnected molecules or ions with the total composition C3H12NOS at a distorted geometry (ωB97M-V with the def2-TZVPD basis set, the Open Molecules 2025 dataset).

The calculation puts the lowest unoccupied orbital energy (spin up / spin down) at 0.3 / 0.3 eV. As for the expectation value of S²: 0.751. The calculation puts the energy relative to the best compared isomer or geometry (same formula, charge and spin) at 18.5 kcal/mol. Its HOMO energy (spin up / spin down) is -3.49 / -9.62 eV.

The geometry in ORCA input format:
```
! wB97M-V def2-TZVPD RIJCOSX def2/J DEFGRID3
* xyz 0 2
C 0.598 -1.337 0.309
C -0.270 -0.320 -0.418
C 0.323 1.016 -0.851
S -0.895 2.178 -1.452
N -0.786 -1.021 -1.694
H 0.216 -1.619 1.294
H 1.663 -1.085 0.444
H 0.682 -2.331 -0.154
H -1.202 -0.126 0.217
H 0.994 1.318 -0.046
H 1.013 1.037 -1.707
H -1.165 2.898 -0.365
H -0.050 -1.281 -2.419
H -1.194 -2.039 -1.502
H -1.615 -0.532 -2.116
H 0.696 1.814 3.371
H 0.771 0.452 3.845
O 0.222 0.978 3.241
*
```

# 5
# C3H12NOS

2 unconnected molecules or ions with the total composition C3H12NOS at a distorted geometry (ωB97M-V with the def2-TZVPD basis set, the Open Molecules 2025 dataset).

The calculation puts the lowest unoccupied orbital energy at -3.2 eV. The calculation puts the energy relative to the best compared isomer or geometry (same formula, charge and spin) at 6.4 kcal/mol. Its HOMO energy is -13.68 eV.

The geometry in ORCA input format:
```
! wB97M-V def2-TZVPD RIJCOSX def2/J DEFGRID3
* xyz 1 1
C -1.306 -2.308 0.215
C -0.637 -0.963 0.026
C 0.077 -0.805 -1.304
S 1.122 0.666 -1.395
N 0.422 -0.800 1.146
H -2.002 -2.453 -0.614
H -0.597 -3.135 0.125
H -1.882 -2.350 1.132
H -1.309 -0.123 0.179
H -0.671 -0.867 -2.091
H 0.778 -1.620 -1.479
H 0.358 1.516 -0.697
H 0.143 -0.195 1.911
H 1.302 -0.482 0.721
H 0.595 -1.711 1.577
H -0.971 3.563 2.386
H 0.206 3.134 1.529
O -0.548 2.784 2.011
*
```

# 6
# C3H12NOS

2 unconnected molecules or ions with the total composition C3H12NOS at a distorted geometry (ωB97M-V with the def2-TZVPD basis set, the Open Molecules 2025 dataset).

The calculation puts the lowest unoccupied orbital energy at -3.6 eV. The calculation puts the energy relative to the best compared isomer or geometry (same formula, charge and spin) at 37.4 kcal/mol. Its HOMO energy is -12.83 eV.

The geometry in ORCA input format:
```
! wB97M-V def2-TZVPD RIJCOSX def2/J DEFGRID3
* xyz 1 1
C 0.493 -1.508 1.302
C 0.707 -0.107 0.712
C -0.447 0.260 -0.226
S -0.629 2.005 -0.812
N 0.845 0.768 1.937
H 0.181 -2.283 0.526
H -0.269 -1.595 2.159
H 1.500 -1.850 1.665
H 1.569 -0.134 0.063
H -0.670 -0.426 -1.151
H -1.496 0.127 0.224
H -1.972 2.065 -1.004
H 0.128 1.528 2.089
H 1.066 0.250 2.756
H 1.781 1.295 1.706
H -1.027 -2.814 -2.478
H -0.006 -3.650 -1.738
O -0.143 -2.729 -2.014
*
```

# 7
# C3H12NOS

2 unconnected molecules or ions with the total composition C3H12NOS at a distorted geometry (ωB97M-V with the def2-TZVPD basis set, the Open Molecules 2025 dataset).

The calculation puts the lowest unoccupied orbital energy (spin up / spin down) at -8.1 / -12.8 eV. As for the expectation value of S²: 0.753. The calculation puts the energy relative to the best compared isomer or geometry (same formula, charge and spin) at 19.0 kcal/mol. Its HOMO energy (spin up / spin down) is -17.41 / -17.41 eV.

The geometry in ORCA input format:
```
! wB97M-V def2-TZVPD RIJCOSX def2/J DEFGRID3
* xyz 2 2
C -1.197 0.071 -0.718
C -0.176 -1.127 -0.842
C 1.309 -0.729 -0.895
S 2.450 -1.985 -0.142
N -1.161 0.663 0.686
H -0.782 0.880 -1.306
H -2.190 -0.314 -0.938
H -0.414 -1.718 -1.727
H -0.466 -1.684 0.059
H 1.559 0.154 -0.309
H 1.667 -0.765 -1.927
H 1.749 -2.217 0.989
H -0.908 1.659 0.712
H -2.016 0.420 1.188
H -0.399 0.199 1.178
H -2.803 4.808 0.904
H -3.124 3.387 0.460
O -2.747 3.888 1.190
*
```

# 8
# C3H12O2S

3 unconnected molecules or ions with the total composition C3H12O2S at a distorted geometry (ωB97M-V with the def2-TZVPD basis set, the Open Molecules 2025 dataset).

The calculation puts the lowest unoccupied orbital energy at 0.5 eV. The SMILES is CCCS.O.O. The calculation puts the energy relative to the best compared isomer or geometry (same formula, charge and spin) at 7.9 kcal/mol. Its HOMO energy is -8.96 eV.

The geometry in ORCA input format:
```
! wB97M-V def2-TZVPD RIJCOSX def2/J DEFGRID3
* xyz 0 1
C 0.212 0.213 -1.745
C -0.856 -0.589 -1.007
C -0.348 -1.307 0.245
S -1.757 -1.992 1.143
H -0.324 0.525 -2.648
H 0.966 -0.437 -2.146
H 0.597 1.157 -1.371
H -1.754 0.008 -0.811
H -1.220 -1.363 -1.682
H 0.177 -0.592 0.838
H 0.316 -2.105 -0.043
H -1.130 -2.715 2.076
H -1.076 1.789 1.029
H -0.224 2.445 2.133
O -0.178 2.048 1.254
H 2.840 1.166 0.503
H 1.437 1.073 1.083
O 2.323 0.677 1.149
*
```

# 9
# C3H12O2S

3 unconnected molecules or ions with the total composition C3H12O2S at a distorted geometry (ωB97M-V with the def2-TZVPD basis set, the Open Molecules 2025 dataset).

The calculation puts the lowest unoccupied orbital energy at 0.6 eV. The SMILES is CCSC.O.O. The calculation puts the energy relative to the best compared isomer or geometry (same formula, charge and spin) at 24.5 kcal/mol. Its HOMO energy is -8.50 eV.

The geometry in ORCA input format:
```
! wB97M-V def2-TZVPD RIJCOSX def2/J DEFGRID3
* xyz 0 1
C 1.493 -1.369 0.523
C 0.119 -0.842 0.817
S -1.047 -1.626 -0.271
C -1.393 -0.201 -1.464
H 2.206 -1.213 1.383
H 1.424 -2.441 0.329
H 2.036 -0.923 -0.341
H -0.228 -1.046 1.841
H 0.040 0.279 0.698
H -0.806 0.028 -2.432
H -1.390 0.704 -0.756
H -2.442 -0.383 -1.738
H 1.845 2.487 -1.095
H 0.477 1.648 -1.419
O 0.879 2.508 -1.119
H 0.603 2.840 2.289
H 0.192 2.306 1.002
O 0.556 2.016 1.785
*
```

# 10
# C3H12O2S2

3 unconnected molecules or ions with the total composition C3H12O2S2 (ωB97M-V with the def2-TZVPD basis set, the Open Molecules 2025 dataset).

The calculation puts the lowest unoccupied orbital energy (spin up / spin down) at 2.9 / 2.8 eV. As for the expectation value of S²: 0.750. The calculation puts the energy relative to the best compared isomer or geometry (same formula, charge and spin) at 20.2 kcal/mol. Its HOMO energy (spin up / spin down) is 0.72 / -5.71 eV.

The geometry in ORCA input format:
```
! wB97M-V def2-TZVPD RIJCOSX def2/J DEFGRID3
* xyz -1 2
C 1.876 2.047 -0.683
C 0.374 1.858 -0.545
S -0.282 1.174 -2.090
S -2.270 1.017 -1.654
C -2.209 -0.214 -0.294
H 2.154 2.866 -1.364
H 2.329 1.128 -1.052
H 2.360 2.261 0.261
H 0.203 1.137 0.244
H -0.136 2.794 -0.348
H -2.085 0.351 0.627
H -3.114 -0.801 -0.250
H -1.326 -0.832 -0.452
H -0.510 -2.502 2.167
H -1.736 -1.597 2.036
O -0.788 -1.565 2.231
H 2.301 -2.560 0.158
H 1.406 -3.537 0.921
O 1.453 -3.024 0.087
*
```